{
  "formula": "C5H8N3",
  "method": "ωB97M-V/def2-TZVPD",
  "homo_energy_ev": -14.06,
  "charge": 1,
  "smiles": "C1=C[N@H+]2CN=N[C@H]2C1",
  "species": ["C", "C", "N", "C", "N", "N", "C", "C", "H", "H", "H", "H", "H", "H", "H", "H"],
  "xyz": [[-1.41836, -0.46248, 0.74059], [-1.34940, 0.59108, -0.05144], [-0.07245, 0.57469, -0.75105], [1.13526, 1.30242, 0.13820], [2.11399, 0.32726, -0.02443], [1.85670, -0.74294, -0.39850], [0.47981, -0.86707, -0.70792], [-0.28004, -1.39388, 0.57296], [-2.15296, -0.44774, 1.52006], [-1.93678, 1.39860, -0.23536], [-0.10617, 1.06791, -1.68068], [0.60683, 1.38810, 1.10640], [1.44340, 2.23306, -0.33303], [0.30549, -1.27386, -1.73065], [0.25060, -1.39668, 1.54614], [-0.87594, -2.29846, 0.28870]],
  "forces_ev_per_a": [[-0.320, 2.145, -0.058], [1.920, -2.212, 0.070], [1.060, 1.515, -0.720], [-2.766, -0.423, -1.634], [4.095, 4.746, 3.434], [-0.401, -4.377, -2.033], [-2.613, 0.693, -0.082], [-1.668, -1.124, -0.992], [-0.363, -0.799, 0.210], [-1.776, 2.115, -0.145], [0.095, -1.060, 0.913], [1.151, 0.042, -0.145], [-0.215, 0.069, 0.192], [0.038, -0.424, 1.202], [0.307, -0.746, -0.942], [1.457, -0.161, 0.730]]
}

***

{
  "formula": "C6H8Cl2N2O",
  "method": "ωB97M-V/def2-TZVPD",
  "homo_energy_ev": -9.15,
  "charge": 0,
  "smiles": "C=C1N(Cl)C(=O)N(Cl)C1(C)C",
  "species": ["C", "C", "N", "Cl", "C", "O", "N", "Cl", "C", "C", "C", "H", "H", "H", "H", "H", "H", "H", "H"],
  "xyz": [[0.17331, 2.25542, 0.12413], [-0.20673, 0.99120, 0.15035], [-1.72197, 0.83693, -0.18764], [-2.88305, 1.99974, 0.21634], [-2.10000, -0.51655, 0.05810], [-3.21717, -0.96510, 0.00483], [-0.87199, -1.21163, 0.15303], [-0.93541, -2.93775, 0.07892], [0.41519, -0.47115, 0.02899], [1.38655, -0.82762, 1.17069], [1.10065, -0.44901, -1.42101], [-0.57563, 2.94544, 0.06874], [1.22596, 2.56206, 0.28676], [0.71953, -0.93511, 2.14257], [2.06272, -0.07959, 1.21051], [1.84073, -1.68785, 0.86167], [0.31427, -0.27356, -2.11481], [1.45690, -1.48330, -1.52677], [1.81614, 0.24744, -1.30542]],
  "forces_ev_per_a": [[3.502, -1.996, 1.057], [-3.012, -0.406, -1.285], [2.135, -1.778, 1.076], [0.320, -0.036, 0.045], [0.592, 0.266, -1.291], [0.943, 0.109, 0.536], [-0.404, -0.620, -0.034], [0.230, 1.136, -0.060], [-1.504, 2.291, -0.281], [-5.449, 0.014, 0.969], [-3.123, -4.074, 2.740], [-1.539, 2.032, -0.221], [-0.854, -0.200, -0.203], [1.825, 0.136, -1.864], [2.315, 2.443, 0.632], [1.292, -2.599, -0.180], [-0.258, 0.517, -0.811], [0.372, 0.431, -0.450], [2.616, 2.334, -0.375]]
}